# 1
This record from the OMol25 dataset describes the ion C9H10N3O3 with charge +1 at a distorted geometry. The level of theory is ωB97M-V with the def2-TZVPD basis set.

Each line ends with the natural charge from an NBO analysis.
Atoms and positions in Å:
C 2.88 2.59 -0.10  -0.19
C 3.66 1.40 -0.11  -0.15
C 1.54 2.57 0.10  -0.17
C 1.63 0.17 0.24  0.13
C 3.04 0.19 0.04  0.00
C 0.86 1.32 0.15  0.26
C -1.28 0.42 -0.28  0.41
C -0.38 -1.27 0.73  0.20
C -2.73 0.68 -0.29  -0.75
N 0.89 -1.07 0.42  -0.62
N 3.89 -1.00 -0.10  0.56
N -0.78 -2.64 0.38  -0.76
O 5.06 -0.89 -0.14  -0.28
O 3.25 -2.02 -0.11  -0.42
O -0.57 1.43 0.03  -0.47
H 3.38 3.49 0.01  0.24
H 4.75 1.60 -0.12  0.27
H 0.94 3.45 -0.10  0.25
H -3.28 0.33 0.46  0.26
H -3.20 0.23 -1.29  0.25
H -2.81 1.84 -0.41  0.24
H 1.48 -1.87 -0.09  0.39
H 0.05 -2.99 -0.09  0.42
H -1.70 -2.74 -0.15  0.47
H -1.00 -3.21 1.28  0.47

Results
- E_LUMO (spin up / spin down): -0.1573 / -0.1527 hartree
- Relative energy (zero: lowest compared OMol25 entry of this formula, charge and spin): 45.3 kcal per mole
- Orbital gap (spin up / spin down): 0.25234 / 0.25165 hartree
- Net charge: +1
- Spin multiplicity: 1

***

# 2
This record from the OMol25 dataset describes a structure of composition C9H10N4Pd at a distorted geometry. The level of theory is ωB97M-V with the def2-TZVPD basis set.

Each line ends with the Mulliken spin population.
Atoms and positions in Å:
C 0.75 1.91 -1.18  0.09
C -0.30 1.35 -1.96  0.05
C 0.14 0.07 -2.41  0.06
C 1.44 -0.16 -1.90  0.11
C 1.82 0.98 -1.13  0.03
Pd 0.00 0.00 0.00  0.97
N 0.35 0.49 1.75  0.20
C -1.08 0.96 1.96  -0.08
C -1.86 0.72 0.64  0.56
H -0.45 -0.63 -3.01  0.00
H -1.26 1.81 -2.18  -0.06
H 2.04 -1.07 -2.04  0.01
H 2.76 1.10 -0.59  0.00
H 0.72 2.88 -0.67  -0.04
H -2.30 1.64 0.24  -0.06
H -1.52 0.40 2.80  -0.01
H 0.97 0.77 2.51  0.07
H -2.62 -0.08 0.73  -0.01
H -1.08 2.03 2.21  0.00
N 0.11 -1.85 0.74  0.09
C 0.09 -2.91 1.21  -0.01
N 0.04 -4.15 1.82  0.01
C 0.64 -5.27 1.27  0.00
N 1.13 -6.21 0.81  0.00

Results
- E_LUMO (spin up / spin down): 0.2369 / 0.2346 hartree
- <S²>: 2.0104
- Orbital gap (spin up / spin down): 0.16711 / 0.20121 hartree
- Net charge: -2
- Spin multiplicity: 3

***

# 3
This record from the OMol25 dataset describes a cluster of 2 separate species, C9H10NO2 in total at a distorted geometry. The level of theory is ωB97M-V with the def2-TZVPD basis set.

Each line ends with the natural charge from an NBO analysis.
Atoms and positions in Å:
C -3.10 -0.11 0.10  -0.25
C -2.45 1.13 0.22  -0.12
C -2.34 -1.27 -0.04  -0.10
C -1.10 1.21 0.03  -0.29
C -0.95 -1.24 -0.01  -0.24
C -0.30 0.06 -0.04  0.43
C -0.15 -2.43 -0.08  0.05
C 1.24 -2.51 -0.22  -0.52
C 2.08 -1.47 -0.24  0.85
N 2.48 2.49 0.16  -0.94
O 0.99 0.18 -0.08  -0.72
O 3.13 -1.01 -0.13  -0.44
H -4.11 -0.11 0.13  0.23
H -3.06 2.08 0.39  0.24
H -2.90 -2.21 -0.12  0.23
H -0.50 2.24 0.04  0.18
H -0.61 -3.49 -0.16  0.25
H 1.79 -3.56 -0.35  0.30
H 1.65 3.19 0.41  0.46
H 3.30 2.46 0.75  0.45
H 1.97 1.49 -0.06  0.51
H 2.95 2.89 -0.70  0.44

Results
- E_LUMO (spin up / spin down): -0.1553 / -0.1553 hartree
- Relative energy (zero: lowest compared OMol25 entry of this formula, charge and spin): 15.3 kcal per mole
- Orbital gap (spin up / spin down): 0.27514 / 0.27517 hartree
- Net charge: +1
- Spin multiplicity: 1

***

# 4
This record from the OMol25 dataset describes the ion C9H10NO3S with charge +1 at a distorted geometry. The level of theory is ωB97M-V with the def2-TZVPD basis set.

Each line ends with the natural charge from an NBO analysis.
Atoms and positions in Å:
C 2.90 -0.56 -1.89  -0.21
C 2.08 -0.22 -3.01  -0.12
C 2.36 -0.56 -0.66  -0.17
C 0.75 0.10 -2.84  -0.27
C 1.01 -0.36 -0.47  0.01
C 0.13 0.08 -1.51  0.39
C -0.93 -0.29 0.77  0.35
C 0.95 -0.61 2.06  -0.44
C -3.74 0.72 1.07  -0.84
N 0.31 -0.43 0.73  -0.32
O -1.86 0.35 3.06  -0.86
O -1.45 2.03 1.43  -0.85
O -1.10 0.33 -1.26  -0.45
S -2.09 0.80 1.74  2.16
H 3.87 -0.86 -2.07  0.24
H 2.63 -0.27 -3.97  0.25
H 2.83 -0.96 0.33  0.22
H 0.27 0.57 -3.75  0.26
H 2.04 -0.45 1.84  0.25
H 0.52 -0.01 2.90  0.29
H 0.93 -1.71 2.33  0.26
H -4.05 1.21 0.16  0.31
H -4.15 -0.19 1.20  0.26
H -4.20 1.29 1.83  0.28

Results
- E_LUMO (spin up / spin down): -0.2160 / -0.2153 hartree
- Relative energy (zero: lowest compared OMol25 entry of this formula, charge and spin): 96.0 kcal per mole
- Orbital gap (spin up / spin down): 0.24652 / 0.24748 hartree
- Net charge: +1
- Spin multiplicity: 1

***

# 5
This record from the OMol25 dataset describes the molecule C9H10O2S at a distorted geometry. The level of theory is ωB97M-V with the def2-TZVPD basis set.

Each line ends with the natural charge from an NBO analysis.
Atoms and positions in Å:
C 0.19 -2.24 -0.52  -0.20
C 0.88 -1.24 -1.26  -0.21
C -0.58 -2.21 0.58  -0.16
C 1.24 -0.01 -0.98  -0.20
C -0.21 0.02 1.94  -0.16
C 0.47 0.97 1.30  -0.20
C -1.07 -0.93 1.17  -0.51
C 0.55 1.04 -0.16  -0.17
C 0.55 2.43 -0.78  -0.64
O -1.90 -0.44 -1.44  -0.90
O -2.20 1.31 0.32  -0.95
S -1.47 0.26 -0.26  2.06
H 0.35 -3.17 -0.91  0.20
H 1.43 -1.84 -2.10  0.22
H -0.75 -3.06 1.11  0.21
H 2.06 0.33 -1.71  0.22
H -0.30 0.12 2.94  0.21
H 0.96 1.62 1.95  0.22
H -2.04 -1.20 1.70  0.25
H -0.04 3.07 -0.15  0.24
H 0.26 2.26 -1.86  0.24
H 1.63 2.91 -0.88  0.22

Results
- E_LUMO: 0.0005 hartree
- Relative energy (zero: lowest compared OMol25 entry of this formula, charge and spin): 73.8 kcal per mole
- Orbital gap: 0.30897 hartree
- SMILES string: C[C@@]12C=CC=C[C@@H](C=C1)S2(=O)=O
- Spin multiplicity: 1

***

# 6
This record from the OMol25 dataset describes a structure of composition C9H10S at a distorted geometry. The level of theory is ωB97M-V with the def2-TZVPD basis set.

Each line ends with the natural charge from an NBO analysis.
Atoms and positions in Å:
C 1.61 1.50 1.34  -0.21
C 1.00 -0.98 0.76  -0.09
C 1.16 0.32 0.68  -0.13
C 0.55 2.27 1.01  0.01
C 0.35 3.39 0.08  -0.53
C -1.29 -0.10 0.19  -0.41
C -0.32 -1.39 0.13  -0.25
C -0.01 1.00 0.20  -0.12
C -0.05 -1.98 -1.28  -0.61
S 0.07 2.15 -1.30  0.17
H 2.53 1.80 1.76  0.20
H 1.58 -1.82 1.03  0.21
H -0.53 4.03 0.40  0.23
H 1.25 3.97 -0.15  0.23
H -1.99 -0.01 -0.76  0.22
H -1.94 0.02 1.08  0.22
H -0.71 -2.05 0.93  0.21
H 0.91 -1.60 -1.66  0.22
H -0.78 -1.67 -1.93  0.21
H -0.03 -3.11 -1.24  0.22

Results
- E_LUMO: 0.0061 hartree
- Relative energy (zero: lowest compared OMol25 entry of this formula, charge and spin): 80.3 kcal per mole
- Orbital gap: 0.31628 hartree
- Spin multiplicity: 1